(1)
Below is a gas-phase ion, C3H7N2O2 (charge +1) at a distorted geometry, with properties calculated with ωB97M-V/def2-TZVPD.

Last column: natural (NBO) charge in e.
Geometry (Å):
C -1.60963 0.47879 -0.12147  0.33
C -2.81546 0.55666 0.34958  -0.47
C -0.03334 0.21277 0.10430  0.55
N 2.14153 1.03197 -0.14469  -0.54
N 0.41774 -1.19447 -0.18820  -0.74
O -0.71373 0.63101 -1.16623  -0.47
O 0.84930 1.03063 0.61025  -0.36
H -3.52903 0.62640 -0.43979  0.26
H -2.99710 0.06406 1.33059  0.27
H 1.97254 1.77114 -0.78466  0.38
H 2.83428 1.26749 0.67904  0.40
H -0.10628 -1.72026 -0.85809  0.45
H 0.22892 -1.81577 0.64235  0.46
H 1.33736 -1.40656 -0.64791  0.48

Force components x, y, z for each atom (eV/Å):
5.7 -0.5 0.5
0.1 -1.7 0.3
-3.8 0.4 -2.9
0.4 -1.2 3.0
0.7 -2.3 1.2
-0.8 0.0 1.1
0.9 0.1 0.6
-1.1 0.5 0.0
-0.1 1.0 -0.8
0.4 1.2 -0.5
-1.8 -0.1 -2.5
-1.8 0.5 -1.0
1.0 0.9 -0.4
0.1 1.2 1.3

Properties
Frontier orbital gap (eV): 10.406
Charge: +1
Largest force on an atom (eV/Å): 5.8
Structure (SMILES): C=C1O[C@@]1([NH3+])ON

---

(2)
Below is 2 unconnected molecules or ions with the total composition C26H57FNSi, with properties calculated with ωB97M-V/def2-TZVPD.

Last column: Mulliken charge in e.
Geometry (Å):
C -3.71680 2.04521 -2.09547  -0.99
C -4.16771 0.96317 -3.07036  -0.75
C -3.06288 -0.06196 -3.37109  -0.13
C -2.33469 0.18881 -4.69745  -0.89
C -0.90284 -0.33100 -4.70026  -0.38
C -0.77805 -1.80249 -4.31532  -0.12
C 0.67062 -2.31158 -4.31726  -0.58
C 0.97172 -3.48763 -3.36501  -1.03
C 0.47320 -3.39846 -1.91646  -0.97
C 1.27794 -2.54023 -0.92914  -0.61
C 1.51584 -1.07754 -1.32780  3.16
C 2.94218 -0.80212 -1.81669  -1.16
C 3.10231 0.62581 -2.35326  -0.88
Si 2.96145 1.87232 -0.97635  0.22
F 4.05407 3.03813 -1.18281  -0.34
C 1.28864 2.67990 -0.81673  1.17
C 1.07098 3.68072 -1.97462  -1.52
C 1.09683 3.32910 0.56148  -0.18
C -0.32713 3.86696 0.80740  -1.22
H -3.51008 1.61492 -1.10898  0.24
H -4.46986 2.82711 -1.97300  0.46
H -2.79972 2.52820 -2.44702  0.14
H -5.05891 0.46779 -2.67530  0.36
H -4.47673 1.43730 -4.00875  0.35
H -3.48493 -1.07100 -3.35371  0.31
H -2.31943 -0.03525 -2.55687  0.03
H -2.31963 1.26629 -4.90238  0.43
H -2.89565 -0.27021 -5.51952  0.32
H -0.45164 -0.18851 -5.69016  0.39
H -0.30786 0.27471 -4.00337  -0.12
H -1.38657 -2.39472 -5.00967  0.63
H -1.22314 -1.96068 -3.32786  -0.20
H 1.34298 -1.47282 -4.11002  0.16
H 0.92941 -2.63897 -5.32921  0.53
H 0.52227 -4.38586 -3.80399  0.44
H 2.05332 -3.67183 -3.35315  0.32
H -0.56699 -3.05440 -1.91062  0.36
H 0.44204 -4.41750 -1.51700  0.48
H 2.25168 -3.00980 -0.73469  0.46
H 0.73548 -2.58112 0.02312  -0.13
H 1.33697 -0.41843 -0.46262  -1.60
H 0.78384 -0.77329 -2.08272  -0.71
H 3.22906 -1.54509 -2.56736  0.42
H 3.62494 -0.95636 -0.97072  0.48
H 2.33919 0.82219 -3.11541  0.27
H 4.07127 0.76359 -2.84423  0.53
H 3.30342 1.19405 0.31516  -0.24
H 0.53977 1.87504 -0.90881  -0.01
H 1.81190 3.59905 -2.77677  0.48
H 0.09558 3.55774 -2.44693  0.23
H 1.13374 4.70975 -1.61028  0.38
H 1.34772 2.59400 1.33974  -0.56
H 1.82841 4.13619 0.67568  0.64
H -0.92935 3.83300 -0.10488  0.27
H -0.85677 3.28223 1.56618  0.33
H -0.32540 4.90441 1.14614  0.32
C -1.84363 -1.07222 6.50620  -1.20
C -2.29532 -1.40265 5.08745  -0.53
C -1.29738 -2.25407 4.30124  -0.73
C 0.13176 -1.75704 4.11477  -0.88
N 0.34766 -0.52150 3.25728  0.90
C 0.04592 0.75407 4.01720  -0.20
C 1.31589 1.06021 4.77780  -0.72
C 2.40204 0.75060 3.74537  -0.78
C 1.83356 -0.40126 2.90826  0.63
C -0.47619 -0.59428 2.02325  -1.25
H -0.89691 -0.52707 6.53596  0.23
H -2.58330 -0.45902 7.01889  0.37
H -1.70836 -1.98399 7.08988  0.38
H -2.55614 -0.49195 4.54050  0.27
H -3.22405 -1.97334 5.13627  0.47
H -1.71718 -2.53026 3.33226  0.27
H -1.16662 -3.20077 4.83408  0.51
H 0.70015 -2.54307 3.61863  0.33
H 0.61871 -1.55024 5.06719  0.59
H -0.14915 1.52016 3.26493  0.03
H -0.84067 0.61109 4.62190  0.22
H 1.40628 0.42560 5.66082  0.21
H 1.33289 2.09379 5.11623  0.54
H 3.35017 0.47715 4.20176  0.42
H 2.57998 1.61726 3.10969  0.30
H 2.31093 -1.35407 3.11897  0.47
H 1.90503 -0.20818 1.83944  -0.86
H -1.52990 -0.51572 2.27595  0.42
H -0.28056 -1.53073 1.50744  0.32
H -0.19164 0.24269 1.38760  0.27

Force components x, y, z for each atom (eV/Å):
0.1 0.1 0.0
-0.1 0.0 -0.1
0.0 0.0 0.2
-0.1 0.1 0.0
0.2 -0.1 -0.1
-0.1 -0.2 0.0
0.1 0.1 0.0
0.0 -0.1 -0.1
0.0 0.1 0.0
0.1 -0.1 0.0
0.0 0.1 0.1
-0.1 -0.1 0.0
0.0 0.0 0.0
0.0 0.0 0.1
-0.1 0.0 0.1
-0.1 -0.1 0.0
0.0 0.1 -0.1
0.0 0.0 0.1
0.0 0.0 -0.1
0.0 0.0 -0.1
0.0 -0.1 0.0
0.0 0.0 0.0
0.1 0.0 0.0
0.0 -0.1 0.1
0.1 0.0 -0.1
-0.1 0.0 -0.1
0.0 -0.1 0.0
0.0 0.0 0.1
0.0 0.1 0.1
0.0 0.0 0.0
0.1 0.0 0.1
0.0 0.1 -0.1
0.0 0.0 0.1
0.0 0.1 0.1
0.0 0.1 0.1
-0.1 0.0 -0.1
0.1 0.0 0.0
0.0 0.1 0.0
-0.1 0.0 -0.1
0.1 0.0 0.0
0.0 -0.1 -0.1
0.1 0.0 0.0
-0.1 0.1 0.0
0.0 0.0 -0.1
0.0 0.0 0.0
0.0 -0.1 0.1
0.0 0.0 0.0
0.1 0.0 0.0
0.0 -0.1 0.1
0.0 0.0 0.1
0.0 -0.1 0.0
0.0 0.1 0.0
-0.1 -0.1 0.0
0.1 0.0 0.1
0.0 0.0 -0.1
0.0 -0.1 0.0
0.0 0.0 0.0
0.0 0.0 0.0
0.0 0.0 0.0
0.1 0.0 0.0
0.0 0.0 0.1
0.0 0.0 0.0
0.0 0.0 0.0
0.0 0.0 0.0
0.1 0.1 -0.1
0.0 0.2 -0.1
0.0 0.0 0.0
0.0 0.0 0.0
0.0 0.0 0.0
0.0 0.0 0.0
0.0 0.0 0.0
0.0 0.0 0.0
0.0 0.0 0.0
0.0 0.0 0.0
0.0 0.0 0.0
0.0 0.0 0.0
0.0 0.0 0.0
0.0 0.0 0.0
0.0 0.0 0.0
0.0 0.0 0.0
0.0 0.0 0.0
-0.1 0.0 0.0
0.0 0.0 0.0
0.0 0.0 0.0
0.0 0.0 0.0
-0.1 0.0 0.0

Properties
Frontier orbital gap (eV): 10.191
Charge: +1
Largest force on an atom (eV/Å): 0.3

---

(3)
Below is a gas-phase ion, C4H12N3 (charge +1) at a distorted geometry, with properties calculated with ωB97M-V/def2-TZVPD.

Last column: natural (NBO) charge in e.
Geometry (Å):
C -0.31476 -2.22377 -1.40689  -0.63
C 0.69374 -1.16147 -1.54357  -0.39
C 0.67582 0.42650 -1.13485  -0.24
N 0.79598 0.53298 0.39834  -0.55
C -0.24940 1.01634 1.04385  0.69
N -1.52570 0.88823 0.38936  -0.78
N -0.00850 0.94775 2.36682  -0.75
H -1.33431 -2.19886 -1.84573  0.23
H 0.30739 -3.06639 -2.00418  0.25
H -0.34598 -2.42247 -0.32231  0.21
H 0.96647 -1.13276 -2.56844  0.22
H 1.49228 -1.31808 -0.78979  0.19
H -0.19358 1.07580 -1.41923  0.21
H 1.54335 0.86328 -1.66459  0.24
H 1.62344 0.15356 0.89574  0.43
H -1.71558 0.44905 -0.42775  0.42
H -2.31683 1.39933 0.74043  0.42
H -0.65513 0.55445 2.96626  0.42
H 0.96362 0.71482 2.60680  0.41

Force components x, y, z for each atom (eV/Å):
0.5 -2.5 -0.1
0.9 4.1 1.0
-0.7 -0.7 0.1
0.1 1.0 -3.9
-1.3 -5.0 -1.0
2.4 3.2 5.7
0.8 1.8 -0.4
0.8 0.5 0.2
-1.9 1.2 1.8
-0.5 -0.7 -0.5
1.1 0.1 -0.7
0.3 -1.2 -1.3
0.9 -0.8 0.2
-0.2 -0.2 0.7
-1.0 0.6 -0.7
0.3 -1.6 -2.9
0.1 0.2 0.4
-1.8 -0.5 1.4
-0.9 0.6 0.0

Properties
Frontier orbital gap (eV): 10.414
Charge: +1
Largest force on an atom (eV/Å): 7.0
Structure (SMILES): CCCNC(N)=[NH2+]